[1]
ORCA calculation (ωB97M-V/def2-TZVPD) on a structure of composition C25H26N7PdS in a non-equilibrium geometry.

```
60
Properties=species:S:1:pos:R:3:forces:R:3
Pd -0.5494 -0.2487 0.2777 -0.39 -1.03 -1.84
S 1.5042 -1.0154 0.9913 1.51 0.43 -0.64
N 3.0548 5.8080 0.6086 -1.21 -0.97 -0.47
N -3.1217 -1.8740 0.7790 0.80 0.53 0.52
N -0.3628 -1.8488 -1.9438 -0.03 -1.66 0.36
N -1.0335 0.2078 2.1289 -0.67 0.23 4.37
N 1.3563 -0.8469 -3.2580 0.61 -0.74 0.09
N 2.4482 1.1221 -0.4955 -0.69 -0.14 0.39
N 3.8969 -0.4579 -0.1863 0.38 -0.49 -0.13
C 0.3651 -3.0061 -1.8530 0.37 1.29 0.14
C -1.4826 -4.5978 -1.1717 0.88 -0.87 -0.25
C 0.6473 3.9831 -1.2048 0.93 0.50 0.01
C -1.0527 1.5078 5.3149 0.60 0.80 0.10
C 1.6826 -3.0230 -2.3300 0.06 0.03 -0.13
C -0.9614 3.2262 0.9501 -0.44 -0.70 -0.06
C -1.1258 0.1656 3.2862 0.17 0.03 -3.15
C 4.6645 0.5325 -0.9565 0.30 0.22 -0.04
C 0.0418 4.1428 1.1492 0.35 0.11 0.00
C -2.2544 -2.8229 0.4404 -0.59 -0.86 -1.42
C 2.1063 5.1870 0.3454 1.61 1.52 0.67
C -1.1951 0.1157 4.7082 -0.58 -0.22 0.88
C 2.1297 -1.9291 -3.0511 0.13 0.53 0.23
C 2.6241 -0.0939 0.0399 0.65 0.20 0.19
C -1.1198 2.5690 -0.3079 0.31 -0.56 0.21
C -4.2342 -1.7113 0.0916 -0.24 -0.77 -0.57
C 0.1637 -0.8969 -2.6658 0.36 1.40 -0.73
C -0.3423 3.0640 -1.4093 -0.94 -0.91 -0.09
C -0.1940 -4.2716 -1.4378 -0.52 -0.89 0.22
C 3.6016 1.6192 -1.2341 0.26 0.01 -0.63
C -3.7965 -3.6655 -1.2135 1.56 -0.97 0.35
C -4.6270 -2.6352 -0.8754 -0.91 0.60 -0.30
C 0.9321 4.4377 0.1032 -0.93 -0.26 -0.44
C -2.4926 -3.7301 -0.6389 -1.48 1.86 0.51
C -1.8631 1.3134 -0.4047 -0.92 1.41 -1.40
H -0.8707 1.4457 6.3881 -0.26 -0.09 -0.04
H 3.9495 2.6218 -0.9300 -0.41 -0.46 0.13
H 2.3465 -3.8769 -2.1756 -0.40 0.16 -0.13
H -1.9546 2.1070 5.1305 0.28 -0.17 0.10
H -0.1755 2.0645 4.9119 -0.62 -0.49 0.06
H -4.8595 -0.8622 0.3238 -0.05 0.10 0.14
H -0.4364 0.0039 -2.8361 0.00 -0.29 0.24
H -0.4303 -0.5853 5.0303 0.25 0.03 0.18
H 0.5358 -5.0734 -1.5933 -0.59 0.03 -0.22
H -1.3545 -2.8914 1.0358 0.17 -0.11 -0.01
H 0.1674 4.6110 2.1243 0.12 -0.17 -0.22
H -2.6987 1.1351 0.2953 0.58 0.14 -0.20
H 3.1620 -1.9134 -3.4438 -0.68 0.08 0.07
H 1.5311 1.5560 -0.5368 0.24 -0.10 0.07
H -0.5337 2.6528 -2.4174 0.16 0.30 0.64
H 5.4993 0.9518 -0.3702 -0.33 -0.35 -0.10
H -1.5720 2.9114 1.8118 0.23 0.21 -0.63
H -4.0956 -4.4626 -1.9013 0.07 0.51 -0.02
H -5.5754 -2.5169 -1.4048 0.21 -0.04 0.34
H 1.2727 4.3613 -2.0326 -0.42 -0.37 0.48
H -1.8149 -5.6176 -1.4322 0.39 0.30 0.58
H -2.1012 0.9709 -1.4462 0.28 0.29 0.89
H 3.3641 1.6512 -2.3042 -0.02 0.07 0.18
H -2.1585 -0.3486 4.9820 0.29 0.21 -0.06
H 5.0825 0.1165 -1.8945 -0.31 0.06 0.57
H 4.3105 -1.3393 0.1090 -0.50 0.44 0.00
```
Positions in Å, forces in eV/Å.

Output
HOMO level (alpha / beta)	-9.998 / -11.136	eV
total charge	+1
relative energy (zero: lowest compared OMol25 entry of this formula, charge and spin)	0.000	eV
spin multiplicity	3
Kohn-Sham gap (alpha / beta)	6.8 / 6.4	eV
M	563.0	u

[2]
ORCA calculation (ωB97M-V/def2-TZVPD) on a structure of composition C25H27BClN7O4S4Zr.

```
70
Properties=species:S:1:pos:R:3:forces:R:3
Zr -0.2826 -0.5233 0.0433 0.34 -0.09 -0.07
Cl -2.9994 -1.9202 -0.3429 -0.12 -0.07 -0.02
S -2.2568 -4.1357 2.9442 -0.08 0.00 0.06
S -1.3063 -1.3026 2.3920 0.01 -0.04 -0.10
S 0.4231 1.6681 -1.3905 -0.15 -0.03 0.04
S -2.6778 0.0887 -0.6174 0.02 0.08 0.02
O -0.6525 1.3122 1.5217 0.02 -0.01 -0.07
O 2.8813 4.5213 5.6879 0.00 -0.02 -0.01
O 1.2871 0.3524 1.3022 0.08 -0.07 -0.06
O 4.2489 3.0132 4.6256 -0.02 0.00 0.00
N -2.0590 -2.7623 -3.2307 -0.01 0.03 -0.01
N -1.9237 3.0135 -1.6485 -0.01 0.01 0.00
N -1.5291 1.7161 -3.3527 0.01 0.00 -0.01
N -0.3962 -3.5937 1.3049 0.03 -0.03 -0.03
N -1.6489 -0.7607 -3.9822 0.01 -0.01 0.00
N 2.1583 -1.1152 -0.7129 -0.15 0.02 0.11
N 0.4313 -2.7025 0.6477 -0.08 0.03 0.00
C -1.9061 -4.0236 -2.5363 0.01 -0.03 0.00
C 0.3036 3.0352 3.5398 0.00 -0.01 0.00
C 1.1251 2.1173 2.8999 0.00 0.02 0.00
C -3.0007 -2.5016 -4.2101 0.02 0.00 0.00
C -1.0523 2.1212 -2.1697 0.06 -0.03 -0.01
C 1.5967 -3.1498 0.3943 0.04 -0.05 -0.04
C 3.0210 -0.3487 -1.3695 0.01 0.04 -0.01
C -1.2524 -1.6886 -3.0968 0.02 -0.01 0.03
C -2.7378 -1.2613 -4.6676 -0.03 0.00 0.00
C 2.4908 2.0164 3.2063 -0.02 -0.01 -0.02
C 3.8459 -2.8075 -0.5675 -0.02 -0.03 0.02
C 4.3189 -0.7495 -1.6596 -0.02 -0.02 0.01
C -2.9795 3.1657 -2.5195 0.00 0.00 -0.04
C 4.1259 3.8289 5.7839 0.01 0.00 0.03
C -3.4054 -3.0610 3.8234 0.07 -0.03 -0.02
C 2.1408 3.7827 4.8079 -0.01 0.01 0.00
C 2.5674 -2.3281 -0.3212 0.00 -0.02 0.00
C 0.5480 1.2285 1.8676 -0.07 0.20 0.10
C 0.8040 3.8971 4.5164 0.00 0.01 0.01
C -1.2217 -2.9969 2.1131 0.05 0.04 -0.02
C -2.7239 2.3605 -3.5739 -0.01 -0.01 0.03
C -1.7894 3.6789 -0.3631 -0.01 0.02 0.04
C 4.7405 -2.0006 -1.2490 0.01 0.03 -0.02
C -0.1450 -1.5833 -2.1684 -0.04 0.04 0.03
C 2.9619 2.8657 4.1679 0.04 0.00 -0.01
B -0.9668 0.6098 -4.3151 0.00 0.00 0.01
H -0.7431 3.0627 3.2704 0.00 0.00 0.00
H 0.1774 4.6180 5.0218 0.00 0.00 0.00
H -3.2233 -0.6871 -5.4356 0.00 0.00 0.00
H 2.6580 0.6186 -1.6908 0.00 0.00 0.01
H -3.7570 -3.2169 -4.4775 0.00 0.00 0.00
H -1.2790 -4.7073 -3.1111 0.00 0.01 0.00
H 4.9738 -0.0815 -2.2005 0.00 0.00 0.00
H 4.9398 4.5486 5.8131 0.00 0.00 -0.01
H -1.4596 -3.8577 -1.5596 -0.01 0.00 0.00
H 5.7448 -2.3443 -1.4575 0.00 0.00 0.00
H -0.7539 3.9739 -0.2150 0.00 0.00 -0.01
H 0.2233 0.5259 -4.1903 0.00 0.00 0.00
H -3.9421 -2.4216 3.1276 -0.01 0.00 0.01
H -2.4287 4.5588 -0.3680 0.00 0.00 0.00
H 4.1142 3.1950 6.6780 0.00 0.00 0.00
H -2.8857 -2.4555 4.5609 -0.02 0.01 0.01
H 1.8647 -4.1509 0.7213 0.01 0.01 0.00
H 0.5884 -0.9226 -2.6255 0.01 0.00 0.02
H -1.3156 0.9107 -5.4314 -0.01 0.00 0.00
H 0.3065 -2.5663 -2.0245 0.00 0.00 0.01
H -2.0754 3.0090 0.4460 0.01 -0.01 -0.01
H 3.1195 1.3017 2.6956 0.01 0.00 0.01
H 4.1217 -3.7959 -0.2252 0.00 0.00 0.00
H -4.0986 -3.7349 4.3248 -0.01 0.01 0.00
H -2.8871 -4.4716 -2.3921 0.00 0.01 0.00
H -3.2890 2.1893 -4.4719 0.00 0.00 0.00
H -3.8012 3.8254 -2.3077 0.00 0.01 0.00
```
Positions in Å, forces in eV/Å.

Output
HOMO level	-7.760	eV
total charge	0
relative energy (zero: lowest compared OMol25 entry of this formula, charge and spin)	0.055	eV
Kohn-Sham gap	7.1	eV
M	755.3	u

[3]
ORCA calculation (ωB97M-V/def2-TZVPD) on a structure of composition C25H27Cl2N9O2RuS2 in a non-equilibrium geometry.

```
68
Properties=species:S:1:pos:R:3:forces:R:3
Ru 0.7830 -0.3097 -0.2972 -0.91 -1.08 0.22
Cl 3.1790 -0.7456 1.0833 -0.34 -0.24 0.24
Cl 3.2598 1.6345 -0.5173 0.71 0.54 -0.10
S 0.7372 1.8510 1.2931 1.04 -1.11 -1.13
S 2.4077 -0.9045 -2.2935 -0.80 1.09 0.99
O 0.1011 -1.2656 1.7973 1.07 1.72 -1.33
O -1.6239 -0.9302 -0.2999 0.62 0.20 0.02
N 0.6115 -3.4008 2.3668 0.45 -0.14 -0.32
N -2.2477 -4.7420 3.9458 0.05 -0.33 0.08
N -0.2378 1.1691 -1.9688 0.71 -0.95 1.02
N 2.6896 -3.5052 -2.5286 0.41 0.57 -0.23
N -2.4130 -1.2909 -2.3771 0.13 -0.07 -0.42
N -3.0816 -0.5259 3.1973 -0.35 0.27 0.00
N 1.0097 -2.7241 -1.0619 0.50 1.91 -0.31
N -1.1188 3.2943 2.4811 -0.30 -0.14 0.17
N -1.8083 1.2961 1.5677 0.32 0.39 0.02
C -1.7376 1.5691 -3.7666 0.21 0.08 0.19
C -0.0406 2.4772 -1.8624 0.25 0.54 -0.03
C -3.7304 -2.0439 -0.4990 0.11 0.10 0.20
C 4.2498 0.4369 0.3179 0.18 0.10 -0.32
C -1.9059 -3.7268 3.5201 -0.14 -0.65 0.25
C -1.0636 0.7106 -2.9070 -0.21 -0.30 -0.34
C -0.0142 4.9433 3.8726 -0.09 -0.18 -0.13
C 0.8306 6.0292 4.0126 0.02 0.09 0.00
C -1.5460 2.9356 -3.6449 0.00 -0.07 0.09
C 1.2861 -5.0534 -1.4340 0.07 0.39 -0.04
C 2.3587 -4.7650 -2.2886 -0.45 -0.16 0.34
C -2.3755 -1.4335 3.1046 -0.17 0.51 -0.09
C -0.2228 -2.3330 2.3392 -1.62 -1.24 1.08
C -0.2398 4.4002 2.6161 0.38 0.40 0.09
C 2.0197 -2.5387 -1.9338 -0.30 -0.90 0.15
C 0.3735 4.9548 1.4989 -0.16 0.09 0.04
C 0.6484 -3.9802 -0.8355 -0.37 -0.48 0.26
C -2.4957 -1.3753 -1.0412 -0.75 -0.20 0.00
C 3.1755 -5.8086 -2.9611 -0.02 -0.12 -0.02
C -0.6771 3.4018 -2.6721 0.00 -0.23 -0.01
C -1.2183 -0.7879 -3.0346 0.33 -0.01 0.37
C 1.2138 6.0439 1.6484 0.03 -0.06 -0.05
C -1.5080 -2.5085 2.9803 1.32 0.34 -0.75
C -0.8390 2.1645 1.8275 -1.02 -0.69 -0.49
C 1.4417 6.5865 2.9023 0.07 -0.01 0.04
H 4.2161 -5.7035 -2.6570 0.03 -0.02 0.03
H 3.1441 -5.6579 -4.0385 -0.01 0.00 -0.06
H 0.9606 -6.0613 -1.2390 0.00 -0.10 0.02
H 1.0208 6.4312 4.9945 -0.03 0.09 0.11
H 0.6733 2.7943 -1.1128 -0.12 0.00 0.00
H 2.8225 -6.8062 -2.7216 0.02 -0.10 0.00
H -0.1843 -4.1173 -0.1580 0.01 -0.07 0.08
H -0.4801 4.4544 -2.5446 0.02 0.07 0.00
H -0.3393 -1.2541 -2.5620 -0.28 0.10 -0.37
H 1.6959 6.4670 0.7801 0.00 0.07 -0.08
H -2.0523 3.6230 -4.3036 -0.07 0.06 -0.08
H 0.3972 -4.2182 2.9173 -0.03 0.13 0.00
H 4.8674 -0.0820 -0.4149 -0.12 0.11 0.15
H -1.5509 0.3861 1.1912 -0.20 0.10 0.29
H -4.6193 -1.7500 -1.0513 -0.05 0.01 -0.07
H -2.0137 3.3567 2.9520 0.10 -0.05 -0.11
H -3.6215 -3.1254 -0.5726 0.03 -0.06 -0.01
H -2.3848 1.1637 -4.5286 -0.07 -0.05 -0.05
H 0.1795 4.5467 0.5180 -0.03 -0.01 -0.02
H 4.8358 0.9308 1.0912 -0.13 -0.11 -0.11
H -2.6946 1.3312 2.0559 0.01 -0.11 0.02
H 1.5399 -3.3039 1.9867 -0.13 0.01 0.13
H -3.8476 -1.7841 0.5504 0.01 0.01 0.01
H -1.2531 -1.0641 -4.0886 -0.01 -0.04 0.10
H -0.4998 4.5116 4.7332 -0.03 -0.10 0.15
H 2.0940 7.4399 3.0137 0.05 0.03 0.01
H -3.1357 -1.7112 -2.9404 0.03 0.05 0.13
```
Positions in Å, forces in eV/Å.

Output
HOMO level (alpha / beta)	-9.765 / -9.768	eV
total charge	+1
relative energy (zero: lowest compared OMol25 entry of this formula, charge and spin)	0.000	eV
spin multiplicity	2
Kohn-Sham gap (alpha / beta)	4.5 / 5.9	eV
M	721.7	u

[4]
ORCA calculation (ωB97M-V/def2-TZVPD) on an isolated molecule of C25H27N3O2.

```
57
Properties=species:S:1:pos:R:3:forces:R:3
O 1.3867 -0.3873 -0.6557 0.15 -0.06 -0.27
O -2.3388 -5.6527 -1.5591 0.18 -0.18 -0.05
N -5.3489 -7.5739 -1.9195 -0.17 -0.37 -0.03
N -0.3083 -1.0162 0.7336 -0.22 0.01 0.34
N 1.4436 3.8910 1.5261 -0.06 0.14 0.00
C -0.2273 -2.7379 -1.0102 0.11 0.15 0.04
C 0.0999 3.3667 1.6204 -0.21 -0.09 -0.13
C -2.4549 -3.9314 0.1468 0.03 -0.25 -0.14
C 4.3065 7.0003 1.5887 -0.04 -0.03 0.01
C 1.7505 4.5393 0.2607 -0.06 -0.01 0.05
C 0.8816 1.0118 1.2384 0.22 0.10 -0.44
C -0.1259 2.0860 0.8036 0.04 0.16 0.32
C 3.0104 5.3557 0.3782 0.06 0.00 -0.17
C -0.8021 -2.1745 0.1261 -0.08 -0.29 -0.24
C 4.4557 7.9521 2.7372 -0.01 0.04 -0.05
C -1.9152 -2.7875 0.6987 0.14 0.08 -0.10
C 5.1673 6.0255 -0.4371 0.12 0.07 -0.04
C 5.3090 6.8913 0.6307 0.01 -0.04 -0.04
C -3.6749 -5.8891 -1.6704 -0.67 -0.03 -0.13
C 4.0233 5.2556 -0.5634 -0.14 -0.04 0.02
C 2.4147 2.8862 1.9156 0.15 -0.20 0.01
C 0.7125 -0.2023 0.3315 -0.11 0.23 0.57
C -6.2686 -6.6260 -1.9967 -0.26 0.25 -0.04
C -4.6443 -4.8945 -1.7719 0.30 -0.08 -0.03
C 2.2994 1.5740 1.1313 -0.13 0.11 0.19
C -0.7695 -3.8794 -1.5655 -0.46 -0.33 0.08
C -4.0906 -7.2206 -1.7644 0.53 0.35 0.13
C 3.1634 6.2294 1.4473 0.09 0.02 -0.08
C -1.8882 -4.4791 -0.9990 0.23 0.40 0.16
C -5.9650 -5.2749 -1.9373 0.07 -0.15 0.02
H 0.6373 -2.2748 -1.4541 0.01 0.01 -0.01
H 0.9165 5.2121 0.0312 0.00 -0.11 -0.05
H 0.0131 2.2970 -0.2584 -0.03 -0.04 -0.07
H 2.2607 2.6835 2.9815 0.09 0.00 0.02
H 6.2052 7.4876 0.7267 0.10 0.05 0.02
H -3.3087 -4.4058 0.6083 -0.05 -0.02 0.03
H 3.7679 7.7015 3.5409 -0.02 0.03 0.09
H 4.2410 8.9697 2.4090 0.00 0.08 0.06
H 3.4132 3.3099 1.7921 -0.01 -0.06 0.11
H 2.5347 1.7365 0.0789 0.03 -0.07 -0.02
H -3.3625 -8.0180 -1.7128 0.18 -0.02 0.03
H -7.2867 -6.9700 -2.1157 -0.12 0.07 -0.02
H 5.9536 5.9446 -1.1736 0.07 -0.01 -0.05
H 2.3731 6.2898 2.1810 -0.08 0.00 0.13
H 0.6798 0.7309 2.2792 -0.03 -0.01 -0.01
H -6.7410 -4.5298 -2.0227 -0.08 0.04 -0.01
H -0.3290 -4.3232 -2.4441 0.05 -0.05 -0.10
H -4.3653 -3.8508 -1.7337 0.00 0.02 0.01
H -0.0906 3.1519 2.6783 -0.09 0.01 -0.02
H 1.8504 3.8333 -0.5786 -0.02 0.09 -0.02
H -0.8044 -0.7433 1.5711 0.19 0.05 -0.14
H 3.9202 4.5755 -1.3971 -0.03 -0.09 -0.07
H -0.6025 4.1406 1.3008 0.00 -0.01 0.07
H 5.4729 7.9346 3.1235 0.04 0.03 0.08
H 3.0169 0.8500 1.5203 0.07 -0.01 -0.06
H -2.3608 -2.3681 1.5902 -0.05 0.04 0.09
H -1.1509 1.7356 0.9457 -0.04 0.01 -0.06
```
Positions in Å, forces in eV/Å.

Output
HOMO level	-8.244	eV
total charge	0
relative energy (zero: lowest compared OMol25 entry of this formula, charge and spin)	1.490	eV
Kohn-Sham gap	8.8	eV
M	401.5	u
SMILES	Cc1cccc(CN2CCC(C(=O)Nc3ccc(Oc4cccnc4)cc3)CC2)c1